Entry w
A single C2H3Cl2PS molecule. Source: the Open Molecules 2025 dataset; level of theory: ωB97M-V with the def2-TZVPD basis set.

CARTESIAN COORDINATES (ANGSTROEM)
Cl  -2.98  -1.28  -0.25
P  -1.70  0.20  -0.66
Cl  -2.25  1.50  0.72
C  0.23  -0.50  -0.06
C  1.33  0.39  0.12
S  1.68  -1.09  1.32
H  0.46  -1.04  -0.95
H  1.92  0.49  -0.82
H  1.31  1.34  0.58

## Properties
**E_HOMO**: -9.002 eV
**HOMO-LUMO gap**: 8.44 eV
**2S+1**: 1
**Structure (SMILES)**: ClP(Cl)[C@H]1CS1

=====

Entry x
2 unconnected molecules or ions with the total composition C2H3Cl2PS. Source: the Open Molecules 2025 dataset; level of theory: ωB97M-V with the def2-TZVPD basis set.

CARTESIAN COORDINATES (ANGSTROEM)
C  1.23  0.58  -0.59
C  0.26  1.41  -0.23
Cl  -0.13  1.53  1.43
H  1.52  0.10  -1.48
H  2.00  0.40  0.22
H  -0.57  1.83  -0.83
S  -0.74  -1.93  2.02
P  -0.85  -2.17  0.08
Cl  -2.72  -1.76  -0.62

## Properties
**E_HOMO**: -9.536 eV
**HOMO-LUMO gap**: 8.06 eV
**2S+1**: 1
**Structure (SMILES)**: C=CCl.S=PCl

=====

Least stable: entry w

=====

Entry w
A single C2H5N3O2S molecule. Source: the Open Molecules 2025 dataset; level of theory: ωB97M-V with the def2-TZVPD basis set.

CARTESIAN COORDINATES (ANGSTROEM)
H  1.22  1.44  -1.18
N  0.39  0.95  -0.72
C  0.49  -0.08  -0.11
N  1.53  -0.93  0.08
S  3.06  -0.41  -0.40
O  -0.42  -0.45  0.86
N  -1.47  0.11  0.64
C  -2.53  -0.13  -0.35
O  -2.69  -1.17  -1.03
H  1.48  -1.86  0.85
H  3.76  0.50  0.56
H  -1.54  1.09  0.88
H  -3.28  0.94  -0.09

## Properties
**E_HOMO**: -9.719 eV
**HOMO-LUMO gap**: 10.03 eV
**2S+1**: 1
**Structure (SMILES)**: [H]/N=C(\NS)ONC=O

=====

Entry x
A single C2H5N3O2S molecule. Source: the Open Molecules 2025 dataset; level of theory: ωB97M-V with the def2-TZVPD basis set.

CARTESIAN COORDINATES (ANGSTROEM)
C  2.14  -2.14  -0.01
N  1.60  -0.99  -0.34
O  0.22  -1.00  -0.60
C  -0.33  0.19  -0.15
N  0.08  0.80  0.87
S  -0.56  2.25  1.21
N  -1.43  0.59  -0.98
O  -2.49  1.17  -0.26
H  1.44  -3.08  0.09
H  3.24  -2.23  0.26
H  0.37  2.54  2.18
H  -1.75  -0.17  -1.60
H  -2.52  2.08  -0.68

## Properties
**E_HOMO**: -8.131 eV
**HOMO-LUMO gap**: 8.95 eV
**2S+1**: 1
**Structure (SMILES)**: C=NO/C(=N/S)NO

=====

Least stable: entry w

=====

Entry w
3 unconnected molecules or ions with the total composition C4H10. Source: the Open Molecules 2025 dataset; level of theory: ωB97M-V with the def2-TZVPD basis set.

CARTESIAN COORDINATES (ANGSTROEM)
C  1.28  0.74  0.25
C  0.86  -0.54  0.44
C  -0.42  -1.01  1.09
C  -1.24  0.65  -1.58
H  2.03  0.90  -0.50
H  0.42  1.40  0.27
H  1.63  -1.32  0.42
H  -0.28  0.82  -2.05
H  -0.35  -1.94  1.65
H  0.03  0.15  2.03
H  -1.35  -0.48  1.26
H  -1.90  0.06  -2.21
H  -1.03  -0.03  -0.70
H  -1.59  1.52  -1.04

## Properties
**E_HOMO**: -8.454 eV
**HOMO-LUMO gap**: 8.80 eV
**2S+1**: 1

=====

Entry x
A single C4H10 molecule. Source: the Open Molecules 2025 dataset; level of theory: ωB97M-V with the def2-TZVPD basis set.

CARTESIAN COORDINATES (ANGSTROEM)
C  0.31  1.38  0.31
C  0.09  -0.14  0.38
C  1.03  -0.85  -0.60
C  -1.39  -0.49  0.11
H  0.25  1.73  -0.73
H  -0.45  1.93  0.88
H  1.30  1.67  0.69
H  0.35  -0.47  1.40
H  1.02  -1.93  -0.45
H  2.07  -0.50  -0.48
H  0.73  -0.65  -1.63
H  -1.90  -0.81  1.02
H  -1.50  -1.28  -0.64
H  -1.91  0.40  -0.26

## Properties
**E_HOMO**: -11.239 eV
**HOMO-LUMO gap**: 12.48 eV
**2S+1**: 1
**Structure (SMILES)**: CC(C)C

=====

Least stable: entry w

=====

Entry w
A molecular structure, C37H42Cl3N7O5SSeY. Source: the Open Molecules 2025 dataset; level of theory: ωB97M-V with the def2-TZVPD basis set.

CARTESIAN COORDINATES (ANGSTROEM)
Y  0.03  0.86  0.38
N  -1.16  2.19  2.17
C  -2.18  3.07  1.55
C  -2.96  2.24  0.52
O  -4.18  2.39  0.41
N  -2.14  1.44  -0.15
C  -2.70  0.41  -1.00
C  -2.38  -0.97  -0.42
O  -3.04  -1.96  -0.71
O  -1.35  -0.99  0.37
H  -1.62  1.50  2.76
H  -0.52  2.71  2.77
H  -1.65  3.87  1.03
H  -2.87  3.50  2.27
H  -2.24  0.45  -1.99
H  -3.78  0.52  -1.14
C  1.67  -0.42  -3.91
C  1.87  -0.46  -2.42
O  1.01  -0.07  -1.65
N  3.07  -0.91  -1.99
C  3.43  -0.97  -0.58
C  2.77  -2.14  0.11
C  3.45  -3.33  0.36
C  2.75  -4.40  0.89
C  1.39  -4.25  1.12
C  0.79  -3.03  0.85
N  1.48  -1.99  0.38
H  0.67  -0.04  -4.11
H  1.79  -1.41  -4.35
H  2.40  0.26  -4.35
H  3.73  -1.22  -2.68
H  3.11  -0.04  -0.10
H  4.51  -1.03  -0.51
H  4.51  -3.40  0.14
H  3.25  -5.33  1.10
H  0.79  -5.07  1.50
H  -0.27  -2.85  1.00
C  3.77  3.25  2.71
C  2.76  3.05  1.57
C  1.78  4.22  1.56
C  2.01  1.72  1.67
H  4.33  4.18  2.61
H  4.49  2.42  2.74
H  3.25  3.27  3.67
H  3.33  3.09  0.64
H  1.18  4.21  2.48
H  1.11  4.16  0.71
H  2.29  5.19  1.53
H  2.77  0.91  1.68
H  1.59  1.68  2.69
Cl  -6.05  -0.55  0.37
C  -5.10  -1.13  1.68
C  -4.73  -0.28  2.71
C  -4.01  -0.79  3.78
C  -3.63  -2.12  3.84
C  -2.83  -2.69  5.00
C  -1.39  -3.06  4.61
N  -0.54  -2.01  4.08
C  0.80  -1.85  4.35
C  1.24  -0.88  3.50
N  0.21  -0.46  2.70
C  -0.83  -1.17  3.06
O  -2.99  -1.94  6.21
C  -1.94  -1.17  6.80
C  -1.97  0.29  6.47
C  -2.96  1.14  6.88
Cl  -4.35  0.71  7.79
S  -2.72  2.76  6.37
C  -1.24  2.33  5.62
C  -0.97  1.00  5.74
C  -4.01  -2.93  2.78
Cl  -3.61  -4.64  2.79
C  -4.72  -2.46  1.70
H  -5.00  0.77  2.66
H  -3.74  -0.14  4.59
H  -3.28  -3.67  5.23
H  -1.48  -3.86  3.86
H  -0.88  -3.49  5.48
H  1.30  -2.44  5.10
H  2.22  -0.45  3.42
H  -1.79  -1.13  2.57
H  -0.96  -1.58  6.56
H  -2.09  -1.29  7.88
H  -0.65  3.08  5.13
H  -0.09  0.54  5.33
H  -4.96  -3.11  0.87
Se  0.05  2.97  -1.81
C  1.73  2.95  -2.67
C  2.91  2.52  -2.06
C  4.09  2.46  -2.78
N  4.21  2.80  -4.07
C  3.09  3.24  -4.65
C  1.86  3.34  -4.02
H  2.90  2.23  -1.02
H  5.00  2.12  -2.29
H  3.18  3.53  -5.69
H  1.00  3.70  -4.56

## Properties
**E_HOMO**: -4.306 eV
**HOMO-LUMO gap**: 6.27 eV
**2S+1**: 1
**Net charge**: -1

=====

Entry x
A molecular structure, C37H42Cl3N7O5SSeY. Source: the Open Molecules 2025 dataset; level of theory: ωB97M-V with the def2-TZVPD basis set.

CARTESIAN COORDINATES (ANGSTROEM)
Y  -0.69  0.59  2.01
N  0.29  2.91  2.11
C  1.46  3.08  1.25
C  2.29  1.80  1.27
O  3.43  1.80  0.77
N  1.63  0.77  1.78
C  2.35  -0.45  2.06
C  1.60  -1.28  3.11
O  2.19  -2.17  3.71
O  0.35  -1.00  3.23
H  0.58  2.75  3.08
H  -0.32  3.72  2.12
H  1.11  3.26  0.22
H  2.11  3.91  1.52
H  2.44  -1.09  1.17
H  3.37  -0.26  2.40
C  -3.95  -2.16  3.93
C  -3.43  -1.63  2.62
O  -2.74  -0.63  2.58
N  -3.79  -2.34  1.51
C  -3.14  -2.10  0.23
C  -1.88  -2.92  0.10
C  -1.71  -3.89  -0.88
C  -0.52  -4.62  -0.88
C  0.42  -4.37  0.10
C  0.16  -3.38  1.04
N  -0.96  -2.66  1.03
H  -3.94  -1.35  4.65
H  -3.25  -2.93  4.28
H  -4.94  -2.60  3.84
H  -4.17  -3.25  1.67
H  -2.90  -1.03  0.19
H  -3.84  -2.32  -0.58
H  -2.48  -4.07  -1.62
H  -0.35  -5.38  -1.63
H  1.34  -4.93  0.15
H  0.86  -3.17  1.84
C  -2.33  2.80  -1.27
C  -2.48  3.21  0.19
C  -3.68  4.14  0.34
C  -2.54  1.99  1.13
H  -2.24  3.66  -1.93
H  -3.21  2.22  -1.59
H  -1.46  2.16  -1.41
H  -1.58  3.81  0.44
H  -4.60  3.60  0.10
H  -3.62  5.02  -0.32
H  -3.78  4.50  1.37
H  -3.42  1.40  0.82
H  -2.81  2.35  2.13
Cl  5.31  -2.64  0.70
C  4.60  -1.77  -0.62
C  3.40  -2.21  -1.16
C  2.83  -1.50  -2.20
C  3.45  -0.38  -2.74
C  2.77  0.41  -3.84
C  1.76  1.39  -3.25
N  0.73  0.74  -2.47
C  -0.41  0.10  -2.90
C  -0.97  -0.43  -1.78
N  -0.21  -0.16  -0.67
C  0.81  0.54  -1.13
O  2.07  -0.41  -4.77
C  2.91  -1.19  -5.61
C  3.10  -2.58  -5.09
C  4.29  -3.13  -4.71
Cl  5.83  -2.38  -4.76
S  4.13  -4.70  -4.05
C  2.43  -4.66  -4.29
C  2.03  -3.49  -4.84
C  4.64  0.04  -2.16
Cl  5.45  1.47  -2.74
C  5.23  -0.64  -1.10
H  2.91  -3.08  -0.74
H  1.88  -1.83  -2.61
H  3.51  1.00  -4.38
H  1.29  1.96  -4.05
H  2.29  2.07  -2.59
H  -0.70  0.08  -3.94
H  -1.89  -0.99  -1.73
H  1.66  0.89  -0.57
H  3.88  -0.70  -5.75
H  2.41  -1.23  -6.58
H  1.82  -5.50  -4.00
H  0.99  -3.25  -5.05
H  6.14  -0.27  -0.65
Se  -1.01  1.47  4.80
C  -2.28  2.88  4.77
C  -3.63  2.67  4.45
C  -4.52  3.73  4.49
N  -4.20  4.98  4.83
C  -2.92  5.18  5.14
C  -1.95  4.19  5.13
H  -3.97  1.69  4.16
H  -5.56  3.56  4.23
H  -2.65  6.19  5.42
H  -0.93  4.43  5.40

## Properties
**E_HOMO**: -4.236 eV
**HOMO-LUMO gap**: 5.98 eV
**2S+1**: 1
**Net charge**: -1

=====

Least stable: entry w

=====

Entry w
A single C4H11N3 molecule. Source: the Open Molecules 2025 dataset; level of theory: ωB97M-V with the def2-TZVPD basis set.

CARTESIAN COORDINATES (ANGSTROEM)
H  -2.37  2.40  -1.88
N  -1.68  1.66  -1.94
C  -1.21  1.37  -0.79
N  -1.62  1.98  0.41
N  -0.41  0.27  -0.61
C  -0.14  -0.37  0.66
C  0.62  -1.66  0.42
C  2.10  -1.44  0.07
H  -1.04  1.86  1.23
H  -1.73  2.98  0.30
H  0.10  -0.07  -1.40
H  0.39  0.32  1.33
H  -1.10  -0.62  1.13
H  0.11  -2.21  -0.37
H  0.56  -2.28  1.31
H  2.22  -0.71  -0.73
H  2.60  -1.07  0.97
H  2.59  -2.39  -0.12

## Properties
**E_HOMO**: -8.454 eV
**HOMO-LUMO gap**: 9.35 eV
**2S+1**: 1
**Structure (SMILES)**: [H]/N=C(\N)NCCC

=====

Entry x
A single C4H11N3 molecule. Source: the Open Molecules 2025 dataset; level of theory: ωB97M-V with the def2-TZVPD basis set.

CARTESIAN COORDINATES (ANGSTROEM)
C  -0.08  -1.56  1.63
C  -0.57  -1.16  0.25
N  0.42  -1.06  -0.81
C  -0.24  0.15  -0.39
N  -1.17  0.77  -1.30
C  0.65  1.19  0.29
N  1.47  1.93  -0.65
H  -0.54  -0.95  2.40
H  1.00  -1.45  1.68
H  -0.32  -2.61  1.82
H  -1.53  -1.58  -0.01
H  0.13  -1.42  -1.71
H  -1.77  0.08  -1.74
H  -1.75  1.45  -0.82
H  1.31  0.69  1.00
H  0.02  1.90  0.83
H  0.87  2.35  -1.35
H  2.09  1.29  -1.13

## Properties
**E_HOMO**: -8.679 eV
**HOMO-LUMO gap**: 9.65 eV
**2S+1**: 1
**Structure (SMILES)**: C[C@@H]1N[C@]1(N)CN

=====

Entry y
A single C4H11N3 molecule. Source: the Open Molecules 2025 dataset; level of theory: ωB97M-V with the def2-TZVPD basis set.

CARTESIAN COORDINATES (ANGSTROEM)
C  -0.34  1.39  -0.61
C  -1.09  0.13  -0.27
C  -1.23  -0.83  -1.44
N  -0.52  -0.31  1.38
N  0.40  -1.13  0.66
C  1.62  -0.75  0.70
N  2.07  0.36  1.38
H  -0.77  1.82  -1.52
H  0.71  1.17  -0.83
H  -0.39  2.12  0.19
H  -2.09  0.37  0.10
H  -1.78  -0.33  -2.24
H  -1.78  -1.73  -1.15
H  -0.26  -1.11  -1.83
H  -1.27  -0.96  1.62
H  2.35  -1.32  0.13
H  3.01  0.35  1.74
H  1.36  0.74  2.00

## Properties
**E_HOMO**: -8.108 eV
**HOMO-LUMO gap**: 9.27 eV
**2S+1**: 1
**Structure (SMILES)**: CC(C)N/N=C\N

=====

Least stable: entry y

=====

Entry w
A single C4H8Si molecule. Source: the Open Molecules 2025 dataset; level of theory: ωB97M-V with the def2-TZVPD basis set.

CARTESIAN COORDINATES (ANGSTROEM)
C  -1.40  -0.32  -0.50
C  -1.06  0.92  -0.20
C  -0.58  -1.50  -0.31
C  1.62  -0.27  0.33
Si  0.67  1.31  0.46
H  -2.38  -0.53  -0.95
H  -1.76  1.73  -0.35
H  -0.68  -2.06  0.60
H  -0.28  -2.07  -1.18
H  1.88  -0.85  1.19
H  2.17  -0.52  -0.56
H  1.22  2.38  -0.37
H  0.57  1.78  1.85

## Properties
**E_HOMO (spin up / spin down)**: -8.510 / -8.620 eV
**HOMO-LUMO gap (spin up / spin down)**: 8.49 / 8.87 eV
**2S+1**: 1

=====

Entry x
A molecular structure, C4H8Si. Source: the Open Molecules 2025 dataset; level of theory: ωB97M-V with the def2-TZVPD basis set.

CARTESIAN COORDINATES (ANGSTROEM)
C  -1.05  2.19  -0.82
C  -1.00  0.88  -0.91
C  0.31  -1.61  1.33
C  1.02  -1.50  -0.05
Si  0.56  0.33  0.04
H  -1.76  2.73  -1.42
H  -0.53  2.75  -0.14
H  -1.61  0.19  -1.47
H  -0.63  -2.20  1.44
H  0.78  -1.30  2.24
H  2.16  -1.93  -0.02
H  0.39  -2.13  -0.77
H  1.37  1.61  0.55

## Properties
**E_HOMO**: -7.166 eV
**HOMO-LUMO gap**: 7.94 eV
**2S+1**: 1

=====

Least stable: entry x